one | The following is a quantum chemistry calculation of a 2-piece molecular cluster, C10H10N2 overall, from the OMol25 dataset.

The SMILES is c1ccncc1.c1ccncc1. Its spin multiplicity is 1. Its orbital gap is 10.1 eV. The HOMO energy is -9.209 eV. The LUMO energy comes out at 0.93 eV.

CARTESIAN COORDINATES (ANGSTROEM)
C -0.82 -1.23 -0.85
C -1.63 -2.23 -1.21
C -1.88 -2.45 -2.57
C -1.28 -1.56 -3.48
C -0.30 -0.60 -3.01
C 0.39 0.65 3.04
C 1.25 1.74 3.47
C 1.79 2.55 2.55
C 1.68 2.18 1.16
C 0.86 1.09 0.82
H -0.80 -1.04 0.22
H -1.94 -2.98 -0.40
H -2.59 -3.21 -2.78
H -1.36 -1.87 -4.47
H 0.17 -0.06 -3.81
H -0.04 -0.06 3.82
H 1.12 1.99 4.50
H 2.21 3.44 2.99
H 2.24 2.71 0.50
H 0.85 0.73 -0.26
N -0.13 -0.39 -1.71
N 0.10 0.34 1.72

Results of the natural (NBO) charge analysis, in e, for atoms 1 through 2: C 0.0075; C -0.2571


two | The following is a quantum chemistry calculation of C10H10N2 in the gas phase, from the OMol25 dataset.

The SMILES is Nc1cccc(-n2cccc2)c1. Its spin multiplicity is 1. Its orbital gap is 9.0 eV. The HOMO energy is -8.016 eV. The LUMO energy comes out at 0.95 eV.

CARTESIAN COORDINATES (ANGSTROEM)
C -2.35 -0.45 -0.21
C -2.87 0.78 0.26
C -1.85 1.78 0.24
C -0.50 1.55 0.11
C -0.05 0.27 -0.25
C -0.92 -0.73 -0.48
C 2.04 -1.02 0.70
C 3.39 -0.91 0.37
C 3.58 0.31 -0.35
C 2.29 0.84 -0.64
H -2.74 -2.43 0.05
H -4.11 -1.66 -0.16
H -3.98 0.78 0.63
H -2.01 2.72 0.84
H 0.30 2.27 0.32
H -0.59 -1.72 -0.94
H 1.45 -1.64 1.45
H 4.22 -1.53 0.67
H 4.44 0.81 -0.93
H 2.04 1.56 -1.28
N -3.10 -1.63 -0.33
N 1.30 0.05 -0.07

Results of the natural (NBO) charge analysis, in e, for atoms 1 through 2: C 0.2012; C -0.3032


The structure with the most favorable energy is one; the runner-up is 0.276 eV above it.


one | The following is a quantum chemistry calculation of C2H4N2S3 in the gas phase, from the OMol25 dataset.

The SMILES is SC1=CNSN1S. Its spin multiplicity is 1. Its orbital gap is 8.7 eV. The HOMO energy is -8.390 eV. The LUMO energy comes out at 0.29 eV.

CARTESIAN COORDINATES (ANGSTROEM)
C 0.18 1.49 -0.44
C -0.52 0.42 0.06
N 1.92 1.07 -0.48
N 0.18 -0.72 0.46
S 1.84 -0.30 0.62
S -2.21 0.43 0.42
S -0.19 -2.20 -0.42
H 0.02 2.47 -0.51
H 2.18 0.81 -1.40
H -2.23 -0.53 1.26
H -1.17 -2.92 0.44

Results of the natural (NBO) charge analysis, in e, for atoms 1 through 2: C -0.0740; C -0.0470


two | The following is a quantum chemistry calculation of C2H4N2S3 in the gas phase, from the OMol25 dataset.

The SMILES is S=CN(S)/C=N/S. Its spin multiplicity is 1. Its orbital gap is 7.8 eV. The HOMO energy is -8.626 eV. The LUMO energy comes out at -0.86 eV.

CARTESIAN COORDINATES (ANGSTROEM)
C -0.62 -0.50 0.50
C 1.43 0.77 0.20
H -2.86 1.51 -0.63
H -0.87 -0.88 1.69
H 1.53 -1.45 -1.77
H 2.37 0.09 0.47
N -1.37 0.14 -0.41
N 0.77 -0.36 0.44
S -3.03 0.19 -0.08
S 1.34 -2.00 -0.25
S 1.30 2.49 -0.16

Results of the natural (NBO) charge analysis, in e, for atoms 1 through 2: C 0.2031; C -0.0325


three | The following is a quantum chemistry calculation of C2H4N2S3 in the gas phase, from the OMol25 dataset.

Its spin multiplicity is 1. Its orbital gap is 7.1 eV. The HOMO energy is -8.210 eV. The LUMO energy comes out at -1.06 eV.

CARTESIAN COORDINATES (ANGSTROEM)
C -0.78 0.81 0.11
C 1.88 -1.34 0.57
H -3.06 2.27 -1.83
H -0.02 1.39 -0.38
H -1.27 -0.39 1.78
H 2.94 -1.16 0.74
N -1.85 0.88 -0.44
N -0.44 0.13 1.16
S -1.65 2.06 -1.56
S 1.14 -0.10 1.69
S 1.18 -2.34 -0.71

Results of the natural (NBO) charge analysis, in e, for atoms 1 through 2: C 0.2411; C -0.4274


The structure with the most favorable energy is three; the runner-up is 0.140 eV above it.


one | The following is a quantum chemistry calculation of a 2-piece molecular cluster, C4H6N2OS overall, from the OMol25 dataset.

Its spin multiplicity is 1. Its orbital gap is 5.7 eV. The HOMO energy is -7.870 eV. The LUMO energy comes out at -2.13 eV.

CARTESIAN COORDINATES (ANGSTROEM)
C -0.42 -0.54 -1.77
C 1.00 -0.66 -1.82
C 0.42 0.95 -0.38
C -1.22 -0.05 2.11
N -0.66 0.46 -0.94
N 1.52 0.18 -0.96
O 0.59 1.81 0.48
S 0.19 0.95 2.63
H -1.05 -1.34 -2.12
H 1.51 -1.48 -2.38
H -0.97 -0.31 1.14
H -1.97 0.71 1.98
H -1.45 -0.95 2.78
H 2.52 0.28 -0.75

Results of the natural (NBO) charge analysis, in e, for atoms 1 through 2: C -0.0979; C -0.0210


two | The following is a quantum chemistry calculation of C4H6N2OS in the gas phase, from the OMol25 dataset.

Its spin multiplicity is 1. Its orbital gap is 7.7 eV. The HOMO energy is -6.955 eV. The LUMO energy comes out at 0.74 eV.

CARTESIAN COORDINATES (ANGSTROEM)
C -0.59 1.83 -0.30
C -0.30 0.53 -0.61
C 0.60 0.72 1.37
C 0.70 -1.51 0.44
N 0.00 2.21 0.89
N 0.32 -0.12 0.40
O 1.03 -1.14 2.99
S 1.08 0.32 2.89
H -1.10 2.54 -0.95
H -0.83 -0.12 -1.38
H 0.57 -1.86 -0.62
H 1.62 -1.64 0.80
H 0.00 -2.18 1.04
H 0.38 3.15 0.94

Results of the natural (NBO) charge analysis, in e, for atoms 1 through 2: C -0.0663; C -0.1079


three | The following is a quantum chemistry calculation of C4H6N2OS in the gas phase, from the OMol25 dataset.

The SMILES is Cc1[nH]nc(O)c1S. Its spin multiplicity is 1. Its orbital gap is 8.7 eV. The HOMO energy is -8.227 eV. The LUMO energy comes out at 0.49 eV.

CARTESIAN COORDINATES (ANGSTROEM)
C 0.25 1.74 0.94
C -0.12 0.44 0.18
C -0.43 -1.50 -0.62
C 0.32 -0.39 -0.91
H 0.08 2.69 0.26
H 1.32 1.80 1.14
H -0.26 1.87 2.02
H -1.09 -0.03 1.99
H -0.70 -3.49 -0.65
H 1.79 1.31 -2.15
N -1.11 -0.24 0.82
N -1.33 -1.45 0.28
O -0.39 -2.60 -1.31
S 1.67 -0.15 -2.00

Results of the natural (NBO) charge analysis, in e, for atoms 1 through 2: C -0.6574; C 0.1850


four | The following is a quantum chemistry calculation of a 2-piece molecular cluster, C4H6N2OS overall, from the OMol25 dataset.

Its spin multiplicity is 1. Its orbital gap (spin up / spin down) is 8.0 / 8.0 eV. The HOMO energy (spin up / spin down) is -8.661 / -8.665 eV. The LUMO energy (spin up / spin down) comes out at -0.66 / -0.66 eV.

CARTESIAN COORDINATES (ANGSTROEM)
C 1.55 -1.17 0.54
C 2.07 -0.03 0.03
C -0.06 -0.15 -0.33
C -1.42 0.20 -0.73
N 0.27 -1.24 0.31
N 1.02 0.61 -0.57
O -1.39 1.94 0.58
S -2.66 -0.79 0.06
H 2.00 -1.93 1.04
H 3.06 0.50 -0.04
H -1.82 0.81 -1.52
H 0.94 1.48 -1.11
H -1.85 1.55 1.42
H -1.72 -1.78 0.32

Results of the natural (NBO) charge analysis, in e, for atoms 1 through 2: C -0.0768; C -0.0723


The structure with the most favorable energy is four; the runner-up is 0.077 eV above it.


one | The following is a quantum chemistry calculation of C4H6N2OS as an isolated structure, from the OMol25 dataset.

Its spin multiplicity is 1. Its orbital gap is 8.4 eV. The HOMO energy is -8.765 eV. The LUMO energy comes out at -0.33 eV.

CARTESIAN COORDINATES (ANGSTROEM)
C 2.10 -0.09 -0.08
C 0.57 0.12 -0.01
C -0.18 -1.04 0.02
C -1.71 -1.02 -0.12
H 2.24 2.02 0.04
H 3.78 1.23 -0.33
H 0.20 1.18 -0.10
H 0.29 -1.99 0.19
H -2.15 -2.01 -0.17
H -4.10 1.47 0.95
N 2.73 1.14 -0.14
N -2.31 0.09 -0.03
O 2.55 -1.22 -0.06
S -4.00 0.13 -0.16

Results of the natural (NBO) charge analysis, in e, for atoms 1 through 2: C 0.6456; C -0.2723


two | The following is a quantum chemistry calculation of C4H6N2OS in the gas phase, from the OMol25 dataset.

The SMILES is C=CNC(=O)/C=N/S. Its spin multiplicity is 1. Its orbital gap is 9.0 eV. The HOMO energy is -9.019 eV. The LUMO energy comes out at -0.05 eV.

CARTESIAN COORDINATES (ANGSTROEM)
C 1.61 1.07 0.11
C -0.01 0.92 0.17
C -1.75 -0.88 0.13
C -3.01 -0.26 -0.29
H 4.12 -1.45 -0.31
H 1.93 2.05 -0.31
H 0.39 -0.99 0.17
H -1.67 -1.90 0.88
H -3.91 -0.79 -0.14
H -2.72 0.86 -0.56
N 2.18 -0.11 0.17
N -0.36 -0.38 -0.01
O -0.70 1.91 0.08
S 3.91 -0.07 -0.09

Results of the natural (NBO) charge analysis, in e, for atoms 1 through 2: C 0.0080; C 0.6426


three | The following is a quantum chemistry calculation of C4H6N2OS in the gas phase, from the OMol25 dataset.

The SMILES is C[C@H]1OC=NN=CS1. Its spin multiplicity is 1. Its orbital gap is 9.7 eV. The HOMO energy is -9.135 eV. The LUMO energy comes out at 0.52 eV.

CARTESIAN COORDINATES (ANGSTROEM)
C 1.27 -0.50 0.92
C 0.86 -0.37 -0.54
C -1.49 -0.90 -0.77
C -0.62 1.80 0.07
H 0.43 -0.35 1.61
H 1.63 -1.51 1.09
H 2.04 0.23 1.16
H 1.67 -0.77 -1.15
H -2.10 -1.63 -1.25
H -0.46 2.76 0.57
N -2.09 0.12 -0.29
N -1.56 1.06 0.55
O -0.18 -1.30 -0.85
S 0.60 1.37 -1.14

Results of the natural (NBO) charge analysis, in e, for atoms 1 through 2: C -0.6491; C -0.0181


The structure with the most favorable energy is three; the runner-up is 0.244 eV above it.


one | The following is a quantum chemistry calculation of a 2-piece molecular cluster, CHCl3FOP overall, from the OMol25 dataset.

The SMILES is O=C(Cl)P(F)Cl.Cl. Its spin multiplicity is 1. Its orbital gap is 8.7 eV. The HOMO energy is -8.499 eV. The LUMO energy comes out at 0.19 eV.

CARTESIAN COORDINATES (ANGSTROEM)
C -0.63 0.81 0.43
O -0.58 1.01 1.61
F 1.41 2.09 -1.36
P 1.06 0.61 -0.90
Cl -1.78 0.41 -0.51
Cl -0.12 -2.08 1.02
Cl 0.40 -0.18 -2.39
H 0.24 -2.68 2.10

Results of the natural (NBO) charge analysis, in e, for atoms 1 through 2: C 0.2020; O -0.4945


two | The following is a quantum chemistry calculation of a 2-piece molecular cluster, CHCl3FOP overall, from the OMol25 dataset.

The SMILES is ClP(Cl)Cl.O=CF. Its spin multiplicity is 1. Its orbital gap is 9.8 eV. The HOMO energy is -9.215 eV. The LUMO energy comes out at 0.58 eV.

CARTESIAN COORDINATES (ANGSTROEM)
C -0.40 0.51 2.31
O 0.49 -0.24 2.22
F -0.63 1.48 1.42
P 0.25 -1.12 -2.46
Cl -0.76 -1.07 -1.01
Cl -0.08 0.41 -3.79
Cl 2.11 -0.44 -1.96
H -0.98 0.47 3.27

Results of the natural (NBO) charge analysis, in e, for atoms 1 through 2: C 0.7141; O -0.5159


The structure with the most favorable energy is two; the runner-up is 1.424 eV above it.


one | The following is a quantum chemistry calculation of an isolated ion of composition C2H6N3OS and charge +1, from the OMol25 dataset.

The SMILES is O=C1NC[N@@H+](S)N1. Its spin multiplicity is 1. Its orbital gap is 9.7 eV. The HOMO energy is -15.103 eV. The LUMO energy comes out at -5.42 eV. Its charge is +1.

CARTESIAN COORDINATES (ANGSTROEM)
C 1.43 0.34 -0.33
C -0.49 0.16 1.06
N 0.56 1.00 0.51
N 0.78 -0.90 -0.46
N -0.61 -0.82 0.01
O 2.51 0.55 -0.72
S -2.02 -0.19 -1.06
H -0.15 -0.20 1.99
H -1.37 0.73 1.26
H 0.61 1.98 0.75
H 0.90 -1.32 -1.36
H -0.87 -1.76 0.26
H -1.28 0.42 -1.90

Results of the natural (NBO) charge analysis, in e, for atoms 1 through 2: C 0.7537; C -0.0650


two | The following is a quantum chemistry calculation of an isolated ion of composition C2H6N3OS and charge +1, from the OMol25 dataset.

The SMILES is OSC1=N[NH2+]CN1. Its spin multiplicity is 1. Its orbital gap is 10.0 eV. The HOMO energy is -13.588 eV. The LUMO energy comes out at -3.58 eV. Its charge is +1.

CARTESIAN COORDINATES (ANGSTROEM)
C -0.81 0.14 -0.01
C 1.43 0.73 0.02
N -0.02 1.14 0.24
N -0.14 -1.01 -0.04
N 1.32 -0.75 -0.07
O -3.38 -1.06 -0.16
S -2.52 0.43 -0.17
H 1.79 1.11 -0.87
H 2.07 1.14 0.83
H -0.21 2.15 0.27
H -2.78 -1.50 0.28
H 1.48 -1.18 -0.92
H 1.78 -1.33 0.60

Results of the natural (NBO) charge analysis, in e, for atoms 1 through 2: C 0.2094; C -0.0573


three | The following is a quantum chemistry calculation of C2H6N3OS as an isolated structure, from the OMol25 dataset.

Its spin multiplicity is 1. Its orbital gap is 8.6 eV. The HOMO energy is -14.359 eV. The LUMO energy comes out at -5.78 eV. Its charge is +1.

CARTESIAN COORDINATES (ANGSTROEM)
C -0.60 0.06 -0.18
C -2.10 -0.05 -0.31
N 3.15 -0.63 0.76
N 0.17 -0.98 -0.32
N 0.04 1.23 0.00
O 1.40 1.20 0.20
S 2.35 -0.14 -0.38
H -2.48 0.91 0.12
H -2.38 -0.96 0.05
H -2.49 0.00 -1.34
H 3.06 -0.88 1.74
H 0.04 -1.94 -0.21
H -0.16 2.20 -0.12

Results of the natural (NBO) charge analysis, in e, for atoms 1 through 2: C 0.4909; C -0.6644


The structure with the most favorable energy is one; the runner-up is 0.989 eV above it.